No. 1
C27H25MnN8O7S as an isolated structure. Source: OMol25; level of theory: ωB97M-V with the def2-TZVPD basis set.

Structure (XYZ):
```
69
Properties=species:S:1:pos:R:3:lowdin_spin:R:1
Mn 0.30585 -0.56566 0.47612 3.797
O 4.91866 -0.13415 6.39578 0.000
N 3.78887 0.19318 6.12826 0.000
O 2.97711 0.66739 6.89606 0.000
C 3.36349 0.04287 4.71701 -0.001
C 4.32550 0.18153 3.78544 -0.001
C 3.99436 0.12336 2.39499 -0.001
C 4.93509 0.28196 1.36111 0.011
C 4.51763 0.22240 0.05458 -0.002
C 3.16758 -0.00215 -0.22050 0.008
N 2.27131 -0.16303 0.74231 -0.030
C 2.66773 -0.09650 2.03630 0.003
C 1.65936 -0.26934 3.03428 0.004
N 0.40050 -0.50027 2.57459 0.009
C -0.56889 -0.67501 3.45557 0.011
C -0.33667 -0.64051 4.83232 0.000
C 0.92690 -0.41054 5.31012 0.008
C 1.98011 -0.19973 4.39216 0.001
H 5.34949 0.34422 4.09403 0.000
H 5.97732 0.44878 1.60287 0.000
H 5.21225 0.34046 -0.76407 0.000
H 2.79761 -0.06092 -1.23579 0.000
H -1.55683 -0.87668 3.07112 0.000
H -1.16374 -0.80428 5.50775 0.000
H 1.11505 -0.38347 6.37171 0.000
O -2.17606 -2.37333 1.43003 0.013
C -2.44756 -1.32807 0.84604 0.008
O -1.50741 -0.55888 0.32871 0.025
C -3.81550 -0.80705 0.70731 -0.003
C -4.86922 -1.57330 1.19359 0.001
C -6.18756 -1.12852 1.11502 0.000
C -6.38846 0.10177 0.53521 0.002
O -7.55266 0.76272 0.36699 0.001
C -7.24922 1.92311 -0.41443 0.000
O -5.82209 2.05339 -0.43277 0.000
C -5.33697 0.87394 0.04864 0.000
C -4.04188 0.45288 0.11640 0.002
H -4.64839 -2.53025 1.64526 0.000
H -7.01327 -1.71410 1.49223 0.000
H -7.68915 2.79944 0.05398 0.000
H -7.61828 1.77884 -1.43160 0.000
H -3.22507 1.05363 -0.25556 0.000
C -1.14770 5.32797 -1.39456 0.000
N -0.66338 4.02923 -0.95358 0.001
C -0.30501 2.92960 -1.83139 0.000
C 0.00370 1.86601 -0.80646 0.008
O 0.37304 0.70100 -1.09607 0.035
N -0.17547 2.30510 0.43138 0.012
C -0.59798 3.59309 0.30256 0.001
N -0.91370 4.32932 1.35608 0.000
H -0.85866 5.47266 -2.43181 0.000
H -0.68428 6.12359 -0.81120 0.000
H -2.23383 5.39450 -1.31964 0.000
H 0.56017 3.15837 -2.45591 0.000
H -1.13280 2.62002 -2.47305 0.000
H -0.83805 3.92078 2.27166 0.000
H -1.25270 5.27196 1.27237 0.000
S 1.22311 -2.55435 -0.56411 0.049
C 0.20734 -3.91110 -0.87024 0.015
N -0.94201 -4.21323 -0.30662 0.004
C -1.45544 -5.50646 -0.77017 0.000
C -0.43680 -5.90778 -1.85973 0.001
N 0.57012 -4.85013 -1.73854 0.006
H -1.38012 -3.63025 0.40889 0.000
H -2.46385 -5.40151 -1.16352 0.000
H -1.47462 -6.21745 0.05435 0.000
H -0.87489 -5.90250 -2.85654 0.000
H 0.00442 -6.88402 -1.67382 0.000
H 1.39988 -4.77755 -2.30114 0.000
```

Properties
- Expectation value of S²: 6.052
- E_HOMO (alpha / beta): -12.55 / -12.55 eV
- 2S+1: 5
- Molar mass: 660.55 u
- LUMO (alpha / beta): -6.7940 / -6.4370 eV
- Relative energy (zero: lowest compared OMol25 entry of this formula, charge and spin): 0.000 eV
- Total charge: +2
- Largest force on an atom: 0.004 hartree/bohr

No. 2
C37H43N7O3PRbS3 as an isolated structure in a non-equilibrium geometry. Source: OMol25; level of theory: ωB97M-V with the def2-TZVPD basis set.

Structure (XYZ):
```
95
Properties=species:S:1:pos:R:3:mulliken_charge:R:1
Rb 11.57613 17.56772 12.62305 0.881
C 7.74314 16.86693 9.85414 -1.367
C 8.72984 17.97301 10.24348 -0.197
N 8.59630 18.32574 11.48532 -0.485
N 9.35628 19.43810 11.79336 -0.269
C 9.41783 19.73087 13.04906 0.223
S 8.87246 18.99827 14.44021 -0.361
S 10.46629 21.14973 13.34307 -0.214
C 10.99202 21.65909 11.69181 -0.153
C 10.16660 22.72397 10.95299 0.637
C 9.37603 23.64865 11.59218 -0.728
C 8.67570 24.53577 10.75892 -0.267
C 8.81360 24.62175 9.39393 -0.697
C 9.63313 23.65962 8.81454 -0.253
C 10.24655 22.68566 9.56909 -0.496
C 9.64500 18.52696 9.20133 1.092
C 9.09358 19.43210 8.30703 -0.313
C 9.88722 19.91749 7.28676 -0.793
C 11.14642 19.43758 7.06726 -0.523
C 11.70795 18.59601 7.96126 -0.719
C 10.97942 18.09334 9.06634 0.168
O 11.48550 17.27042 9.89486 -0.417
H 7.32436 16.30976 10.69845 0.306
H 6.97849 17.37702 9.34487 0.364
H 8.24812 16.20147 9.11793 0.307
H 12.00077 22.11420 11.86860 0.443
H 11.08548 20.82826 10.96040 -0.163
H 9.16789 23.49650 12.60944 0.445
H 7.95614 25.16582 11.22273 0.367
H 8.38188 25.45268 8.88093 0.403
H 9.76000 23.55207 7.68599 0.246
H 10.84332 21.92378 9.07212 0.269
H 8.05633 19.75907 8.44141 0.385
H 9.45511 20.51122 6.46742 0.285
H 11.70571 19.71868 6.15822 0.313
H 12.68669 18.22608 7.84187 0.495
N 19.03712 8.59970 13.17128 -0.572
C 18.20201 9.67793 13.47697 1.258
C 17.30872 9.69206 14.53288 -0.757
C 16.67195 10.87264 14.87238 -0.313
C 16.85088 11.99330 14.10162 -0.425
C 17.66198 11.98466 12.98524 -0.378
C 18.39215 10.83649 12.68796 -0.748
S 16.10096 13.61748 14.64611 1.437
O 16.90304 14.68326 14.00524 -0.749
O 16.18292 13.52287 16.08279 -0.791
N 14.53706 13.80454 14.27797 -0.347
C 14.26171 14.07419 12.97492 0.053
N 15.10397 13.54399 12.01235 -0.345
C 14.84889 13.83327 10.74835 -0.281
C 13.70141 14.49558 10.36362 -1.289
C 12.86621 14.94098 11.38241 -0.177
N 13.15038 14.75431 12.67239 0.303
H 18.66406 7.67125 13.27972 0.203
H 19.62994 8.69579 12.36086 0.192
H 17.15252 8.82465 15.19264 0.250
H 16.00691 10.95651 15.72780 0.426
H 17.77210 12.83286 12.37357 0.515
H 19.01576 10.68734 11.74778 0.080
H 15.57007 13.54998 9.98098 0.322
H 13.37381 14.72166 9.36246 0.462
H 11.87979 15.36971 11.14928 0.624
C 7.33378 13.63692 13.34933 -0.286
C 7.24731 15.01876 13.53749 -0.734
C 8.34780 15.78586 13.33828 -0.263
N 9.55160 15.31182 13.00864 0.607
C 9.68551 13.98786 12.92877 -0.085
C 8.56988 13.11263 13.02861 -0.770
H 6.55229 12.98481 13.43180 0.512
H 6.25915 15.49992 13.86046 0.298
H 8.28849 16.88213 13.36707 0.151
H 10.73191 13.70661 12.70210 0.228
H 8.73701 11.98963 13.03812 0.257
C 12.79836 19.27981 17.93542 -1.235
C 12.16073 17.89564 17.67488 -0.642
P 12.59255 17.23902 15.97675 0.124
C 11.93670 15.52482 16.07147 0.524
C 12.21801 14.66894 17.22642 -1.489
C 14.45658 16.86347 15.89070 0.067
C 15.22784 16.45942 17.12610 -1.072
H 12.48592 19.67316 18.85855 0.427
H 12.65680 20.00525 17.13180 0.264
H 13.91535 19.24001 18.00560 0.234
H 11.03881 17.90485 17.67547 0.353
H 12.41726 17.24591 18.45564 0.468
H 12.29718 15.09112 15.10304 -0.302
H 10.83164 15.67886 15.88823 0.366
H 13.14491 14.85342 17.76359 0.249
H 12.33950 13.63597 16.87712 0.313
H 11.35900 14.60704 17.85897 0.384
H 14.85209 17.78318 15.44680 0.409
H 14.49384 16.14565 15.06351 -0.299
H 15.08977 17.24256 17.86983 0.227
H 16.32468 16.35162 16.97660 0.374
H 14.86000 15.53621 17.55722 0.174
```

Properties
- E_HOMO: -2.17 eV
- Molar mass: 846.44 u
- LUMO: 3.8363 eV
- Relative energy (zero: lowest compared OMol25 entry of this formula, charge and spin): 1.381 eV
- Total charge: -2
- Largest force on an atom: 0.063 hartree/bohr

No. 3
A 15-piece molecular cluster, C15H60N30O15 overall in a non-equilibrium geometry. Source: OMol25; level of theory: ωB97M-V with the def2-TZVPD basis set.

Structure (XYZ):
```
120
Properties=species:S:1:pos:R:3:mulliken_charge:R:1
C 2.40759 -3.41442 1.09391 0.434
O 3.18856 -3.18778 2.00437 -0.789
N 1.55985 -4.48881 1.06990 -0.273
N 2.26959 -2.58910 0.00197 0.040
H 1.61967 -5.22046 1.75300 0.204
H 0.82388 -4.61927 0.39266 0.366
H 1.61297 -2.76584 -0.73305 0.248
H 2.94424 -1.84889 -0.02911 0.081
C 4.36070 -0.70623 4.67599 0.574
O 4.82502 0.33796 5.12316 -0.641
N 4.91292 -1.92620 4.98353 -0.377
N 3.34549 -0.72012 3.76455 -0.116
H 4.47636 -2.74597 4.60642 0.170
H 5.59280 -1.93873 5.71494 0.225
H 3.07795 -1.60254 3.35657 0.154
H 2.77126 0.07371 3.56693 0.111
C 1.46456 1.82528 -3.22282 0.477
O 0.84268 2.88793 -3.24265 -0.782
N 1.78020 1.12306 -2.09950 0.812
N 1.93413 1.26885 -4.39866 -0.244
H 1.71389 1.63892 -1.21712 -0.224
H 2.21206 0.22026 -2.14173 -0.200
H 1.63018 1.58527 -5.29717 0.237
H 2.54596 0.47653 -4.34055 0.159
C -4.25096 3.19495 -2.41208 0.512
O -4.49543 4.19260 -3.08376 -0.701
N -5.17646 2.57634 -1.61161 -0.203
N -2.95480 2.70028 -2.26474 -0.075
H -6.13896 2.81535 -1.48347 0.169
H -4.90055 1.79644 -1.04364 -0.007
H -2.31164 3.14688 -2.89563 0.151
H -2.93266 1.73717 -1.97106 0.076
C -1.07820 0.38942 0.49903 0.432
O -1.49724 1.29647 1.23808 -1.035
N 0.20803 -0.03715 0.54666 0.222
N -1.99236 -0.39318 -0.16422 0.735
H 0.92395 0.42091 1.07684 -0.099
H 0.47019 -0.87013 0.04477 -0.162
H -2.94143 -0.17027 -0.38901 -0.019
H -1.54537 -1.08161 -0.75663 -0.123
C -5.23677 -0.74629 -2.70228 0.452
O -4.31968 -0.29319 -2.00716 -0.489
N -6.55154 -0.60268 -2.35774 -0.380
N -5.02086 -1.51640 -3.81200 -0.419
H -7.30131 -0.86904 -2.96458 0.156
H -6.75213 -0.33866 -1.39903 0.226
H -4.13582 -1.56719 -4.28820 0.196
H -5.74405 -2.03943 -4.26966 0.155
C -3.06662 4.21433 1.51899 0.239
O -3.51823 5.34326 1.55289 -0.693
N -1.89630 3.82401 2.10567 -0.164
N -3.67230 3.10931 0.93382 -0.405
H -1.45188 2.98307 1.75067 0.533
H -1.28529 4.50644 2.55124 0.184
H -4.10695 3.20955 0.02927 0.196
H -3.21477 2.21622 0.97730 0.535
C 1.15913 4.79281 3.53323 0.501
O 0.23706 5.56120 3.28264 -0.768
N 2.40727 5.29567 3.84731 -0.304
N 1.07351 3.42720 3.61513 -0.317
H 2.40243 6.27566 4.05573 0.188
H 3.23478 4.73604 3.93412 0.203
H 0.15951 3.05267 3.41917 0.230
H 1.88074 2.88667 3.33138 0.264
C 4.89833 2.23744 2.55005 0.329
O 3.86003 2.73098 3.01027 -0.675
N 6.08065 2.35455 3.20906 -0.360
N 4.92477 1.49097 1.40543 -0.208
H 6.90355 1.83917 2.96783 0.145
H 6.12323 3.00306 3.97053 0.244
H 4.10616 1.35637 0.83162 -0.009
H 5.80044 1.17011 1.04342 0.165
C 4.77593 -0.24030 -1.66478 0.492
O 3.78187 -0.33645 -0.94502 -0.238
N 5.09537 -1.03067 -2.73998 -0.454
N 5.71526 0.75384 -1.42508 -0.394
H 4.57263 -1.85478 -2.97139 0.232
H 5.82631 -0.69691 -3.33568 0.154
H 6.60613 0.69321 -1.87798 0.167
H 5.56233 1.43656 -0.70762 0.183
C -3.22609 -5.17687 0.73409 0.594
O -2.34272 -6.03143 0.84737 -0.768
N -3.01279 -3.87364 1.10669 -0.143
N -4.43437 -5.47202 0.18142 -0.342
H -3.42366 -3.08018 0.64152 0.104
H -2.15225 -3.76077 1.61504 0.197
H -4.59572 -6.45307 0.04275 0.223
H -5.15879 -4.79931 0.05083 0.184
C -5.37395 -0.88549 1.99021 0.485
O -5.26485 -1.83761 1.20749 -0.606
N -6.22247 -0.85235 3.06516 -0.379
N -4.58900 0.24286 1.87854 0.001
H -6.89098 -1.53461 3.35225 0.223
H -6.06623 -0.02257 3.60584 0.141
H -3.77134 0.08310 1.31933 -0.246
H -4.57850 0.95795 2.58308 0.251
C -0.28645 -5.60797 -2.12493 0.457
O -0.07936 -5.35015 -3.31182 -0.686
N -0.23602 -6.88096 -1.61126 -0.308
N -0.68673 -4.65706 -1.20108 0.027
H -0.06857 -7.67254 -2.19868 0.242
H -0.58517 -7.03924 -0.67974 0.176
H -0.79242 -3.67056 -1.33425 -0.089
H -0.99532 -5.10979 -0.35025 -0.053
C 2.23573 3.44019 -0.10828 0.376
O 1.63108 2.39522 0.15887 -0.594
N 3.27556 3.90845 0.67245 -0.222
N 2.05392 4.22686 -1.22954 -0.275
H 3.81999 4.72559 0.48214 0.116
H 3.50587 3.49096 1.55896 0.019
H 1.38312 3.95158 -1.95071 0.238
H 2.51577 5.11128 -1.23512 0.140
C 0.38336 -1.52264 -3.37420 0.200
O 0.96542 -2.05801 -2.42747 -0.718
N -0.09052 -0.23989 -3.36025 0.078
N 0.18303 -2.20668 -4.54764 -0.409
H -0.68347 0.10356 -4.08974 0.234
H 0.36051 0.39591 -2.71881 0.102
H -0.22313 -1.76968 -5.35387 0.133
H 0.30597 -3.21464 -4.56007 0.286
```

Properties
- E_HOMO: -8.00 eV
- Molar mass: 900.84 u
- LUMO: -0.0845 eV
- Relative energy (zero: lowest compared OMol25 entry of this formula, charge and spin): 2.291 eV
- Largest force on an atom: 0.052 hartree/bohr